(1)
# H8LiO4

H8LiO4 as an isolated structure at a distorted geometry (ωB97M-V/def2-TZVPD, OMol25).

The LUMO energy is -3.621 eV. Its spin multiplicity is 1. Its calculated total energy is -313.11752 a.u. The value obtained for the orbital gap is 12.264 eV. The charge is +1. Its relative energy (zero: lowest compared OMol25 entry of this formula, charge and spin) is 1.473 eV.

Cartesian coordinates (Å):
Li 40.37500 24.28800 0.05400
O 40.76500 23.47400 2.12600
H 41.23800 23.93000 2.90800
H 41.12100 22.56000 1.95500
O 40.82700 26.25900 0.12600
H 41.18000 26.95500 -0.50000
H 40.41900 26.61300 0.78400
O 41.02900 23.08100 -1.06400
H 40.65300 23.50200 -1.90500
H 42.09300 22.86800 -1.21800
O 38.32100 23.88200 0.10500
H 37.54800 24.01300 0.72500
H 37.81000 23.96400 -0.71400

Atom charges from the Mulliken analysis, given in e for atoms 1 to 4: number 1, Li, carries 0.958; number 2, O, carries -0.681; number 3, H, carries 0.346; number 4, H, carries 0.344

(2)
# H8N2Si2

A 2-piece molecular cluster, H8N2Si2 overall at a distorted geometry (ωB97M-V/def2-TZVPD, OMol25).

The LUMO energy is 0.236 eV. Its spin multiplicity is 1. Its calculated total energy is -693.14720 a.u. The value obtained for the orbital gap is 8.393 eV. Its relative energy (zero: lowest compared OMol25 entry of this formula, charge and spin) is 5.031 eV.

Cartesian coordinates (Å):
N 0.14952 1.54120 0.31564
N 0.06856 0.14268 -0.08218
Si 1.65194 -0.70194 0.06747
Si -1.49368 -0.70712 -0.06077
H -0.81392 1.92517 0.38622
H 0.69124 2.04078 -0.42366
H 1.17203 -2.03047 0.17889
H 2.20455 -0.39534 -1.19182
H 2.25576 0.12193 1.04058
H -1.70612 -1.86031 -0.94150
H -1.80929 -1.27405 1.23352
H -2.37058 1.19747 -0.52238

Atom charges from the Mulliken analysis, given in e for atoms 1 to 4: number 1, N, carries -0.644; number 2, N, carries 0.286; number 3, Si, carries 0.353; number 4, Si, carries 0.122

(3)
# H8O16S3Zn

H8O16S3Zn as an isolated structure at a distorted geometry (ωB97M-V/def2-TZVPD, OMol25).

The LUMO energy is 8.978 eV. Its spin multiplicity is 1. Its calculated total energy is -4182.42073 a.u. The value obtained for the orbital gap is 4.970 eV. The charge is -4. Its relative energy (zero: lowest compared OMol25 entry of this formula, charge and spin) is 0.000 eV.

Cartesian coordinates (Å):
Zn -0.27989 -0.01560 0.07489
S -3.41943 -1.00517 0.80734
O -3.76326 -0.24294 2.01461
O -1.91423 -0.96218 0.63751
O -3.85552 -2.40745 0.96314
O -4.03132 -0.36151 -0.38037
S 1.63973 2.04932 -1.76589
O 2.83400 1.29408 -2.17461
O 0.64655 2.10434 -2.86991
O 1.01495 1.38119 -0.58733
O 1.96826 3.42934 -1.37134
S 1.36135 -2.80448 0.28699
O 1.32937 -3.10321 1.72260
O 0.35375 -3.55542 -0.50648
O 1.11528 -1.33182 0.12516
O 2.69257 -3.12614 -0.24563
O 3.09272 0.92102 1.46862
H 2.33945 0.95969 0.82075
H 3.25234 -0.02630 1.55641
O -0.71296 -0.20392 -2.04748
H -0.40762 0.63199 -2.47141
H -0.91780 -0.80072 -2.76815
O -1.61591 1.71676 0.02073
H -1.22727 2.60100 0.00344
H -2.42442 1.76262 -0.50605
O 0.21387 0.44350 2.03213
H -0.29178 0.66774 2.81805
H 1.00720 -0.01570 2.34228

Atom charges from the Mulliken analysis, given in e for atoms 1 to 4: number 1, Zn, carries 0.923; number 2, S, carries 1.081; number 3, O, carries -0.827; number 4, O, carries -0.470